No. 1
Entry from the OMol25 dataset: a structure of composition C16H15BiBr in a non-equilibrium geometry (ωB97M-V/def2-TZVPD).

Frontier orbital gap   4.97 eV
E_LUMO   2.2 eV
Highest occupied orbital energy   -2.73 eV
E_tot   -3407.26944 Eh

The geometry in ORCA input format:
```
! wB97M-V def2-TZVPD RIJCOSX def2/J DEFGRID3
* xyz -1 1
Bi 0.0753 0.1715 -0.5372
Br -2.1212 1.3394 0.4538
C -1.8960 -2.1515 0.3138
C 2.1356 0.1327 1.2103
C -0.6887 -1.9542 -0.3477
C 0.8395 0.3849 1.8324
C -0.2496 4.7928 -0.6608
C 1.1099 4.7657 -1.1154
C 1.4371 -1.7978 2.2507
C -1.7191 -4.5560 0.0202
C -0.1990 3.6926 -2.6965
C 0.4141 -0.8532 2.4595
C 2.4755 -1.2238 1.4675
C -0.0379 -3.0461 -0.9174
C -1.0518 4.1203 -1.6321
C 1.1408 4.0858 -2.3728
C -2.4075 -3.4435 0.5217
C -0.5472 -4.3497 -0.7343
H 2.0279 3.9064 -2.9839
H -2.4803 -1.3063 0.6683
H 3.4128 -1.6890 1.1808
H 0.8638 -2.8958 -1.5172
H 0.4281 1.3765 2.0392
H -0.4144 -0.9175 3.1649
H -2.1272 3.9689 -1.5760
H 1.9680 5.1975 -0.5960
H -0.0153 -5.1991 -1.1827
H -2.1174 -5.5693 0.1532
H -0.6114 5.2730 0.2502
H -0.5174 3.1903 -3.6126
H -3.3581 -3.5542 1.0528
H 2.7574 0.9047 0.7367
H 1.4736 -2.7958 2.7067
*
```



No. 2
Entry from the OMol25 dataset: an isolated molecule of C16H15ClN2O6S (ωB97M-V/def2-TZVPD).

Energy above the lowest of the compared OMol25 structures with the same formula, charge and spin   108.27 kJ/mol
Frontier orbital gap   8.97 eV
E_LUMO   0.5 eV
Highest occupied orbital energy   -8.48 eV
E_tot   -2038.02195 Eh

The geometry in ORCA input format:
```
! wB97M-V def2-TZVPD RIJCOSX def2/J DEFGRID3
* xyz 0 1
Cl 1.5436 1.7150 1.3027
S -1.7713 -2.5925 -0.2361
O 4.6225 0.7484 -1.7587
O -2.2571 -3.8970 0.0888
O -0.6444 3.5932 -0.2717
O 3.9887 -1.8013 0.6659
O -3.9561 0.2269 -0.1329
O -2.1355 -2.0179 -1.5003
N -2.2592 -1.5662 1.0393
N 2.7394 -0.4336 -1.3877
C -0.1106 1.4317 0.8381
C 0.6664 -1.5697 -0.8418
C 0.5845 4.2370 -0.0063
C -0.0022 -2.4878 -0.0541
C -0.9179 2.3388 0.1574
C 0.6435 -3.2015 0.9351
C 1.9905 -2.9730 1.1644
C 3.9910 -0.0141 -1.0685
C 2.6735 -2.0213 0.4153
C -1.8670 -0.2332 0.8107
C 2.0116 -1.3320 -0.6134
C 4.4960 -0.5403 0.2696
C -2.2252 1.9338 -0.1563
C -4.8169 1.0482 -0.8891
C -0.5986 0.1712 1.1671
C -2.7108 0.6764 0.1445
H 0.1260 -1.0541 -1.6195
H -4.3820 1.2841 -1.8637
H 2.3064 -0.0525 -2.2190
H -2.8254 2.6620 -0.6762
H 0.0841 -3.9159 1.5155
H 4.2415 0.2187 1.0272
H 0.4723 5.2347 -0.4298
H 1.4229 3.7336 -0.4925
H -5.0542 1.9740 -0.3561
H 5.5825 -0.6405 0.2319
H -3.2655 -1.6507 1.1255
H 2.5303 -3.5104 1.9270
H 0.0337 -0.5099 1.7126
H -5.7259 0.4664 -1.0302
H 0.7751 4.3214 1.0654
*
```



No. 3
Entry from the OMol25 dataset: a structure of composition C16H15ClPmS in a non-equilibrium geometry (ωB97M-V/def2-TZVPD).

Energy above the lowest of the compared OMol25 structures with the same formula, charge and spin   329.85 kJ/mol
Frontier orbital gap (spin up / spin down)   5.00 / 3.16 eV
E_LUMO (spin up / spin down)   2.9 / 0.7 eV
Highest occupied orbital energy (spin up / spin down)   -2.12 / -2.43 eV
E_tot   -2085.36285 Eh

The geometry in ORCA input format:
```
! wB97M-V def2-TZVPD RIJCOSX def2/J DEFGRID3
* xyz -1 5
Pm 0.7283 -0.6970 -0.5257
Cl 2.6507 0.5248 0.7508
S -1.8828 -2.0069 0.4295
C -0.3505 -2.1439 1.3035
C 1.1521 1.0859 -3.0230
C -0.1399 -1.5404 2.5888
C 1.7347 -3.4090 1.5993
C -2.5165 2.2275 0.7774
C 0.9256 -1.9700 3.3843
C 1.5311 -0.3017 -2.9554
C -0.5286 3.4081 0.8696
C 0.6808 -2.9928 0.7666
C -1.0885 3.5937 -0.4335
C -2.3171 2.8526 -0.4949
C -0.2572 1.1732 -3.1115
C -1.3939 2.5333 1.6133
C 0.3051 -1.0825 -3.0338
C -0.7753 -0.1397 -3.1341
C 1.8724 -2.8740 2.8811
H -0.8259 2.0856 -3.1963
H 2.6684 -3.2459 3.5390
H 1.8026 1.9476 -2.9532
H 0.9684 -1.6835 4.4526
H -1.2031 2.1514 2.5990
H 2.3811 -4.2393 1.2693
H -2.9134 2.6968 -1.4012
H -0.9518 -0.9143 2.9869
H -3.3537 1.6009 1.0611
H 0.1652 -2.1134 -2.6696
H 0.4647 -3.4902 -0.1926
H 2.5072 -0.6384 -2.5729
H 0.3877 3.8539 1.2512
H -0.6005 4.1035 -1.2721
H -1.8275 -0.3559 -3.1532
*
```



No. 4
Entry from the OMol25 dataset: a structure of composition C16H15F3N6O4PdS (ωB97M-V/def2-TZVPD).

Frontier orbital gap   8.02 eV
E_LUMO   0.0 eV
Highest occupied orbital energy   -7.98 eV
E_tot   -2073.92957 Eh

The geometry in ORCA input format:
```
! wB97M-V def2-TZVPD RIJCOSX def2/J DEFGRID3
* xyz 0 1
Pd 1.0124 0.3063 -1.4783
S 0.0889 0.9539 1.3438
F 4.6962 -0.4885 -4.0546
F 4.0607 -2.4614 -3.4332
F 5.2980 -1.2586 -2.1247
O -1.1056 1.7356 1.5502
O 2.4633 0.3576 -2.9248
O 2.5848 -1.1410 -1.3177
O 1.3031 1.6364 0.9673
N -1.1964 2.8287 -3.8046
N -0.2774 1.6032 -2.2536
N -0.1082 -0.1266 0.1339
N -1.9454 -1.0977 1.2061
N -1.4800 -1.5013 -1.0972
N 1.3096 -1.9378 6.3571
C -0.2680 1.8987 -3.5386
C 4.3015 -1.2142 -3.0114
C -2.5270 -2.3148 -1.1445
C -2.9821 -1.9162 1.1212
C -1.8233 3.1406 -2.6196
C -0.2119 -0.6151 5.0277
C -3.3320 -2.5720 -0.0487
C 3.0340 -0.6292 -2.3670
C -1.2311 -0.9293 0.0875
C 1.6288 -0.5952 2.9519
C -0.5027 0.0568 3.8568
C -1.4824 3.3957 -5.1124
C -1.2450 2.3761 -1.6568
C 0.4198 0.0759 2.8225
C 1.9183 -1.2781 4.1160
C 1.0013 -1.2947 5.1718
H -1.8815 2.6337 -5.7789
H -1.4463 0.5690 3.7310
H 2.3460 -0.5781 2.1408
H -2.7267 -2.7773 -2.1058
H -1.4415 2.3230 -0.5982
H -3.5592 -2.0534 2.0305
H -0.5805 3.8279 -5.5402
H 2.8644 -1.7958 4.2184
H 0.5398 -2.1739 6.9587
H 2.0292 -2.6386 6.3207
H -0.9279 -0.6179 5.8410
H -4.1788 -3.2394 -0.1028
H -2.2233 4.1807 -4.9907
H 0.3936 1.4733 -4.2747
H -2.6093 3.8732 -2.5760
*
```



No. 5
Entry from the OMol25 dataset: a structure of composition C16H15F5IrS in a non-equilibrium geometry (ωB97M-V/def2-TZVPD).

Energy above the lowest of the compared OMol25 structures with the same formula, charge and spin   166.59 kJ/mol
Frontier orbital gap (spin up / spin down)   6.75 / 5.51 eV
E_LUMO (spin up / spin down)   -9.1 / -10.4 eV
Highest occupied orbital energy (spin up / spin down)   -15.89 / -15.91 eV
E_tot   -1619.77678 Eh

The geometry in ORCA input format:
```
! wB97M-V def2-TZVPD RIJCOSX def2/J DEFGRID3
* xyz 2 2
Ir 0.1002 -0.1199 0.0989
S 0.7590 0.2177 2.2356
F -2.9141 -0.4268 6.6561
F -0.7980 2.3193 3.5629
F -1.8336 -2.6208 5.5347
F -2.4140 2.0449 5.7080
F -0.2252 -2.3394 3.3829
C -1.8680 -0.9662 -2.1615
C 1.9593 2.3989 -2.2038
C 0.7343 -1.1448 -1.9479
C -1.0515 1.1332 4.0529
C 3.2204 -0.5567 -2.1893
C -2.1341 -0.2909 5.6455
C -0.1868 1.0013 -1.9828
C -0.7534 -1.2889 3.9580
C -1.5692 -1.4379 5.0466
C 0.8963 -2.6080 -2.1250
C 1.8050 -0.1930 -2.0222
C -0.5072 -0.4100 -1.9217
C 1.2372 1.1272 -2.0371
C -1.8724 0.9995 5.1404
C -1.1735 2.0881 -2.2153
C -0.4595 -0.0017 3.4305
H -1.8876 -2.0489 -2.0724
H -2.6070 -0.5376 -1.4801
H -1.5744 2.4930 -1.2831
H -0.7153 2.9177 -2.7508
H 3.8847 0.3005 -2.1343
H -0.0531 -3.1342 -2.1358
H 1.6562 3.1272 -1.4480
H 1.4124 -2.8011 -3.0701
H 3.0378 2.2776 -2.1737
H 3.5240 -1.3030 -1.4517
H 1.5304 -3.0399 -1.3478
H 3.3612 -1.0316 -3.1678
H -2.0234 1.7166 -2.7870
H -2.1913 -0.7053 -3.1740
H 1.6941 2.8437 -3.1698
*
```